(1)
2 unconnected molecules or ions with the total composition C14H16 in a non-equilibrium geometry, computed with ωB97M-V with the def2-TZVPD basis set.

Geometry as XYZ:
```
30
C14H16 | the OMol25 dataset | ωB97M-V with the def2-TZVPD basis set
C 4.49344 -1.23282 2.11708
C 0.42768 -0.00234 1.72165
C 0.89433 -0.42446 2.95478
C 1.20170 0.05686 0.57655
C 2.27191 -0.73505 3.03166
C 2.53168 -0.45665 0.65577
C 3.04820 -0.83508 1.87066
H -0.59558 0.37747 1.68247
H 0.21155 -0.30589 3.78522
H 0.74996 0.36782 -0.34816
H 2.66714 -0.88317 4.03118
H 3.16920 -0.57172 -0.21778
H 5.00614 -0.27425 2.27493
H 4.98187 -1.64947 1.23181
H 4.59252 -1.87524 2.98381
C -3.09085 2.57580 -1.37106
C -1.68133 -1.34631 -2.33886
C -1.81733 -0.45171 -3.37305
C -1.95382 -1.01255 -0.99963
C -2.28596 0.86021 -3.07991
C -2.46086 0.25957 -0.75452
C -2.70501 1.19080 -1.79686
H -1.20007 -2.29806 -2.54400
H -1.63816 -0.69400 -4.41076
H -1.89299 -1.73883 -0.20692
H -2.64809 1.57521 -3.81814
H -2.62485 0.64503 0.24814
H -2.42115 3.06868 -0.66865
H -4.09812 2.63077 -0.94712
H -3.13315 3.17938 -2.29029
```

Calculated values
2S+1: 2
Total charge: -1
⟨S²⟩: 0.75
Frontier orbital gap (alpha / beta): 0.0897 / 0.3052 hartree
E_HOMO (alpha / beta): 1.135 / -4.875 eV
Calculated total energy: -14775.80796 eV
LUMO level (alpha / beta): 3.58 / 3.43 eV

Calculated atomic charges, method Mulliken, unit e: number 1, C, carries -1.40; number 2, C, carries 0.12; number 3, C, carries -1.15; number 4, C, carries -0.72; number 5, C, carries -0.11; number 6, C, carries -0.42; number 7, C, carries 0.38; number 8, H, carries 0.13; number 9, H, carries 0.46; number 10, H, carries 0.49; number 11, H, carries 0.35; number 12, H, carries 0.29; number 13, H, carries 0.27; number 14, H, carries 0.41; number 15, H, carries 0.32; number 16, C, carries -1.37; number 17, C, carries -0.48; number 18, C, carries -0.47; number 19, C, carries -0.31; number 20, C, carries -1.04; number 21, C, carries -1.13; number 22, C, carries 1.45; number 23, H, carries 0.25; number 24, H, carries 0.52; number 25, H, carries 0.60; number 26, H, carries 0.25; number 27, H, carries 0.15; number 28, H, carries 0.42; number 29, H, carries 0.33; number 30, H, carries 0.42


(2)
A molecular structure, C44H39N2PS2TeW in a non-equilibrium geometry, computed with ωB97M-V with the def2-TZVPD basis set.

Geometry as XYZ:
```
90
C44H39N2PS2TeW | the OMol25 dataset | ωB97M-V with the def2-TZVPD basis set
W -0.60090 -0.15390 0.12140
C 1.92960 -0.18130 0.51470
N 1.03810 -0.11360 1.66440
C 1.11200 -1.33450 2.48560
C 0.11450 -2.38660 1.98890
N -1.14450 -1.73710 1.63430
C -1.78970 -1.13100 2.81240
C -2.14000 -2.62230 1.06330
C -2.23690 -3.96780 1.38080
C -3.28120 -4.73280 0.88400
C -4.25150 -4.14980 0.08490
C -4.16520 -2.81000 -0.23690
C -3.11000 -2.03960 0.23820
S -3.00960 -0.34650 -0.17430
C 1.26040 1.06200 2.47530
C 2.41360 1.18990 3.23490
C 2.55580 2.25830 4.09880
C 1.55490 3.22050 4.16680
C 0.43590 3.13070 3.36990
C 0.26080 2.03790 2.51200
S -1.17460 1.88230 1.55550
H 2.79800 -0.83030 0.68730
H 2.29780 0.81140 0.24170
H 1.34670 -0.60600 -0.34640
H 0.89820 -1.07270 3.52580
H 2.12290 -1.76080 2.46040
H -0.00130 -3.13640 2.78430
H 0.51110 -2.88240 1.09420
H -2.07920 -1.90450 3.53370
H -2.68870 -0.60500 2.48110
H -1.13060 -0.41100 3.29770
H -1.49320 -4.43760 2.00820
H -3.33810 -5.78110 1.13560
H -5.07380 -4.73930 -0.29100
H -4.90520 -2.33200 -0.85950
H 3.19840 0.45010 3.15570
H 3.43940 2.33950 4.71320
H 1.65830 4.04560 4.85410
H -0.33060 3.88990 3.38490
C -3.19870 4.83500 -2.64760
C -3.60270 3.73510 -1.90760
C -2.67220 2.79810 -1.49680
C -1.32860 2.96280 -1.81530
C -0.91990 4.08300 -2.53590
C -1.85810 5.01010 -2.95350
P -0.20620 1.56190 -1.51980
C 1.43650 2.33580 -1.64740
C 1.74890 3.32460 -0.71330
C 3.01920 3.86700 -0.66640
C 3.99400 3.40760 -1.54110
C 3.69060 2.43300 -2.47790
C 2.41390 1.89940 -2.53480
C -0.48950 0.69970 -3.08890
C -0.57440 1.34580 -4.29880
C -0.93740 0.63770 -5.44910
C -1.15950 -0.71180 -5.38410
C -1.02590 -1.41250 -4.16760
C -1.18290 -2.81080 -4.08770
C -1.02400 -3.44530 -2.88870
C -0.76910 -2.71420 -1.71820
C -0.65630 -1.33850 -1.71090
C -0.72940 -0.69160 -2.97980
H -3.92910 5.55530 -2.98860
H -4.64680 3.59600 -1.66540
H -2.98480 1.93620 -0.92290
H 0.12780 4.23150 -2.76460
H -1.54260 5.86350 -3.53760
H 0.98070 3.65270 -0.02590
H 3.25640 4.64620 0.04570
H 4.99560 3.80710 -1.48990
H 4.44750 2.08560 -3.16770
H 2.17690 1.13640 -3.26150
H -0.37690 2.40690 -4.35770
H -1.04890 1.16840 -6.38410
H -1.44910 -1.26140 -6.26890
H -1.41890 -3.36740 -4.98410
H -1.11100 -4.52120 -2.82440
H -0.68060 -3.28520 -0.80020
Te 2.40170 -2.01930 -2.60960
C 3.95940 -1.02370 -3.64210
C 3.69300 -0.36790 -4.83730
C 4.69700 0.27900 -5.53110
C 5.99400 0.27080 -5.04330
C 6.27580 -0.40350 -3.86650
C 5.26440 -1.03650 -3.16940
H 2.68420 -0.36880 -5.22800
H 4.47140 0.77260 -6.46630
H 6.78190 0.78020 -5.57980
H 7.29060 -0.44500 -3.49240
H 5.49380 -1.56260 -2.25240
```

Calculated values
2S+1: 3
Total charge: 0
⟨S²⟩: 2.02
Frontier orbital gap (alpha / beta): 0.1629 / 0.1417 hartree
E_HOMO (alpha / beta): -5.376 / -5.374 eV
Calculated total energy: -89318.60675 eV
LUMO level (alpha / beta): -0.94 / -1.52 eV

Calculated atomic charges, method Mulliken, unit e: number 1, W, carries 0.73; number 2, C, carries -0.35; number 3, N, carries 1.07; number 4, C, carries -1.44; number 5, C, carries -0.76; number 6, N, carries 0.90; number 7, C, carries -1.17; number 8, C, carries -1.45; number 9, C, carries -0.22; number 10, C, carries -0.91; number 11, C, carries -0.74; number 12, C, carries -0.81; number 13, C, carries 1.50; number 14, S, carries -0.59; number 15, C, carries -1.13; number 16, C, carries -0.47; number 17, C, carries -0.90; number 18, C, carries -0.71; number 19, C, carries -0.91; number 20, C, carries 1.50; number 21, S, carries -0.48; number 22, H, carries 0.61; number 23, H, carries 0.07; number 24, H, carries -0.33; number 25, H, carries 0.58; number 26, H, carries 0.53; number 27, H, carries 0.70; number 28, H, carries 0.22; number 29, H, carries 0.34; number 30, H, carries 0.32; number 31, H, carries 0.38; number 32, H, carries 0.35; number 33, H, carries 0.44; number 34, H, carries 0.41; number 35, H, carries 0.49; number 36, H, carries 0.46; number 37, H, carries 0.44; number 38, H, carries 0.43; number 39, H, carries 0.51; number 40, C, carries -0.64; number 41, C, carries -1.01; number 42, C, carries -0.28; number 43, C, carries 1.29; number 44, C, carries -0.63; number 45, C, carries -0.78; number 46, P, carries 2.81; number 47, C, carries -0.37; number 48, C, carries -0.23; number 49, C, carries -1.00; number 50, C, carries -0.55; number 51, C, carries -0.31; number 52, C, carries -0.35; number 53, C, carries 0.15; number 54, C, carries -0.07; number 55, C, carries -1.18; number 56, C, carries -0.85; number 57, C, carries 1.62; number 58, C, carries -1.01; number 59, C, carries -1.16; number 60, C, carries -0.10; number 61, C, carries 0.53; number 62, C, carries -0.94; number 63, H, carries 0.39; number 64, H, carries 0.46; number 65, H, carries 0.01; number 66, H, carries 0.40; number 67, H, carries 0.44; number 68, H, carries 0.55; number 69, H, carries 0.42; number 70, H, carries 0.43; number 71, H, carries 0.21; number 72, H, carries 0.23; number 73, H, carries 0.52; number 74, H, carries 0.42; number 75, H, carries 0.44; number 76, H, carries 0.41; number 77, H, carries 0.47; number 78, H, carries 0.19; number 79, Te, carries -0.10; number 80, C, carries -0.18; number 81, C, carries -0.18; number 82, C, carries -0.58; number 83, C, carries -0.49; number 84, C, carries -0.51; number 85, C, carries -0.40; number 86, H, carries 0.41; number 87, H, carries 0.36; number 88, H, carries 0.38; number 89, H, carries 0.35; number 90, H, carries 0.37


- The lowest ⟨S²⟩ belongs to which entry?
  C14H16